1.
This record from the Open Molecules 2025 dataset describes a single C4H10N2O molecule. The level of theory is ωB97M-V/def2-TZVPD.

Frontier orbital gap (eV): 9.33
Energy above the lowest of the compared OMol25 structures with the same formula, charge and spin (eV): 2.714
Net charge: 0
E_tot (hartree): -343.10173
Largest force on an atom (Eh/bohr): 0.1109
E_HOMO (eV): -8.3
Lowest unoccupied orbital energy (eV): 1.06

```
17
C4H10N2O, DFT ωB97M-V/def2-TZVPD
N -2.7297 -0.1986 0.3492
C -1.6212 -0.9137 1.0454
N -0.2512 -0.4567 0.6732
C 0.1613 -0.6079 -0.6503
C 1.6985 -0.4496 -0.8004
C 2.0393 1.0099 -0.6435
O 1.2192 1.7822 -0.2186
H -2.6053 0.7928 0.3146
H -3.5786 -0.4677 0.8013
H -1.7712 -0.9017 2.2119
H -1.5993 -1.9070 0.7423
H 0.1024 0.3936 1.2316
H -0.4499 0.1483 -1.1208
H -0.1708 -1.5819 -0.9815
H 2.1883 -0.9294 -1.6614
H 2.2075 -0.7798 0.1119
H 3.1223 1.3297 -0.7656
```

=====

2.
This record from the Open Molecules 2025 dataset describes a single C4H10N2O molecule. The level of theory is ωB97M-V/def2-TZVPD.

Frontier orbital gap (eV): 10.40
Energy above the lowest of the compared OMol25 structures with the same formula, charge and spin (eV): 3.785
Net charge: 0
E_tot (hartree): -343.06237
Largest force on an atom (Eh/bohr): 0.1353
E_HOMO (eV): -9.4
Lowest unoccupied orbital energy (eV): 0.98

```
17
C4H10N2O, DFT ωB97M-V/def2-TZVPD
H -0.1063 0.2531 2.5084
N 0.3112 0.7506 1.7300
C -0.0242 0.3374 0.6103
O -1.0773 -0.9643 0.4351
C -0.9399 -2.0586 1.2894
N 0.4307 0.3035 -0.6132
C -0.3966 0.2880 -1.8090
C 1.4332 1.6678 -0.5940
H -1.8335 -2.6865 1.2011
H -0.0547 -2.6714 1.0634
H -0.8722 -1.7714 2.3501
H 0.2605 0.3197 -2.6785
H -0.9740 -0.6314 -1.7947
H -1.0840 1.1375 -1.8519
H 2.0700 1.4863 -1.4559
H 2.0068 1.6594 0.3256
H 0.8504 2.5805 -0.7162
```

=====

3.
This record from the Open Molecules 2025 dataset describes a single C4H10N2O molecule. The level of theory is ωB97M-V/def2-TZVPD.

Frontier orbital gap (eV): 3.99
Energy above the lowest of the compared OMol25 structures with the same formula, charge and spin (eV): 9.581
Net charge: 0
E_tot (hartree): -342.84938
Largest force on an atom (Eh/bohr): 0.1062
E_HOMO (eV): -7.9
Lowest unoccupied orbital energy (eV): -3.89

```
17
C4H10N2O, DFT ωB97M-V/def2-TZVPD
C 2.6608 0.0951 -0.1937
N 1.4698 0.4946 -1.2227
C 0.3437 -0.3590 -0.9814
C -0.4851 0.0397 0.3206
N -1.7525 -0.5149 -0.0177
C -2.8640 0.0362 0.9556
O 2.4215 0.1933 1.0992
H 2.7688 -1.0462 -0.4406
H 3.5739 0.6604 -0.5768
H 0.7345 -1.4727 -0.9493
H -0.3435 -0.2621 -1.8618
H -0.0795 -0.4639 1.2537
H -0.3204 1.1600 0.3339
H 1.1990 1.3494 -0.9417
H -3.0918 1.1017 0.8534
H -2.5981 -0.3914 1.8636
H -3.6371 -0.6200 0.5057
```

=====

4.
This record from the Open Molecules 2025 dataset describes a single C4H10N2O molecule. The level of theory is ωB97M-V/def2-TZVPD.

Frontier orbital gap (eV): 10.12
Energy above the lowest of the compared OMol25 structures with the same formula, charge and spin (eV): 1.004
Net charge: 0
E_tot (hartree): -343.16455
Largest force on an atom (Eh/bohr): 0.0213
E_HOMO (eV): -9.2
Lowest unoccupied orbital energy (eV): 0.90

```
17
C4H10N2O, DFT ωB97M-V/def2-TZVPD
C -0.3194 -0.2592 -1.6683
C -0.2027 0.6416 -0.4457
C -1.0962 0.1456 0.6947
N -2.5060 0.3048 0.3368
N 1.1824 0.7537 0.0162
C 1.8663 -0.2401 0.6612
O 1.6422 -1.4226 0.5643
H -1.3254 -0.1933 -2.0771
H 0.0171 -1.2679 -1.4715
H 0.3273 0.1520 -2.4468
H -0.5274 1.6504 -0.7038
H -0.8328 -0.9015 0.8928
H -0.8453 0.6983 1.6063
H -3.0805 0.3483 1.1684
H -2.8097 -0.4829 -0.2198
H 1.6524 1.6441 0.0649
H 2.6639 0.1720 1.3049
```

=====

5.
This record from the Open Molecules 2025 dataset describes an isolated ion of composition C4H10N2O and charge +1. The level of theory is ωB97M-V/def2-TZVPD.

Frontier orbital gap (alpha / beta) (eV): 10.74 / 5.94
Energy above the lowest of the compared OMol25 structures with the same formula, charge and spin (eV): 1.098
2S+1: 2
Net charge: +1
E_tot (hartree): -342.82820
Largest force on an atom (Eh/bohr): 0.0403
E_HOMO (alpha / beta) (eV): -14.2 / -14.2
Lowest unoccupied orbital energy (alpha / beta) (eV): -3.43 / -8.21

```
17
C4H10N2O, DFT ωB97M-V/def2-TZVPD
N 1.5114 0.6364 1.4639
C 0.0409 0.7185 1.6824
C -0.8230 0.5372 0.4461
N -0.4369 -0.3177 -0.6258
C -1.4521 -0.6856 -1.5792
C 0.9129 -0.6003 -1.0279
O -1.8549 1.1236 0.3406
H 1.9622 1.4649 1.8441
H 1.8926 -0.1478 1.9665
H -0.1900 -0.0776 2.3974
H -0.1773 1.7036 2.0594
H -2.4446 -0.3909 -1.2655
H -1.4168 -1.7657 -1.7123
H -1.3239 -0.1424 -2.5104
H 1.5748 0.2499 -1.2226
H 1.3882 -1.1862 -0.2649
H 0.8363 -1.1199 -1.9917
```

=====

6.
This record from the Open Molecules 2025 dataset describes C4H10N2O2 as an isolated structure. The level of theory is ωB97M-V/def2-TZVPD.

Frontier orbital gap (alpha / beta) (eV): 7.76 / 7.35
Energy above the lowest of the compared OMol25 structures with the same formula, charge and spin (eV): 4.391
2S+1: 2
Net charge: -1
E_tot (hartree): -418.25885
Largest force on an atom (Eh/bohr): 0.1101
E_HOMO (alpha / beta) (eV): -3.8 / -4.2
Lowest unoccupied orbital energy (alpha / beta) (eV): 3.92 / 3.16

```
18
C4H10N2O2, DFT ωB97M-V/def2-TZVPD
O -1.6160 -1.8863 0.2560
C -0.4569 -2.1092 -0.1237
O 0.0316 -3.1159 -0.6684
C 0.5186 -0.8803 0.0559
C -0.1285 0.3419 -0.6210
C -1.1162 1.0807 0.3090
N -0.2418 1.7615 1.3546
N 1.8680 -1.1559 -0.3809
H 0.4352 -0.6674 1.1268
H 0.6825 1.2205 -0.7579
H -0.5626 0.0309 -1.5696
H -1.8473 1.5433 -0.3859
H -1.7628 0.2670 0.6667
H -0.8239 2.3244 1.9742
H -0.5209 2.3054 0.4108
H 1.1211 2.0643 -1.1751
H 1.8159 -2.0702 -0.7653
H 2.6040 -1.0547 0.2939
```

=====

7.
This record from the Open Molecules 2025 dataset describes C4H10N2O2 as an isolated structure. The level of theory is ωB97M-V/def2-TZVPD.

Frontier orbital gap (eV): 8.95
Energy above the lowest of the compared OMol25 structures with the same formula, charge and spin (eV): 5.302
Net charge: 0
E_tot (hartree): -418.26613
Largest force on an atom (Eh/bohr): 0.0659
E_HOMO (eV): -8.3
Lowest unoccupied orbital energy (eV): 0.69

```
18
C4H10N2O2, DFT ωB97M-V/def2-TZVPD
C 0.3151 0.0597 2.0353
N -0.7718 0.0476 1.0672
C -0.7769 -0.7816 0.0183
N -1.4787 1.2655 0.9590
O -0.0110 -1.8654 0.1405
O -1.6576 -0.6980 -0.9406
H -0.1626 -2.4159 -0.6409
H -1.1118 1.7650 0.1460
H -2.4490 1.0408 0.7601
H 1.1633 0.6236 1.6374
H 0.6276 -0.9587 2.2477
H -0.0524 0.5381 2.9387
C 0.5163 0.5355 -1.6578
C 1.7087 -0.0522 -1.7466
H 2.6462 0.4769 -1.9066
H 0.5154 1.6235 -1.7735
H -0.8570 -0.0770 -1.6461
H 1.8361 -1.1274 -1.6381
```

=====

8.
This record from the Open Molecules 2025 dataset describes C4H10N2O2 as an isolated structure. The level of theory is ωB97M-V/def2-TZVPD.

Frontier orbital gap (eV): 8.34
Energy above the lowest of the compared OMol25 structures with the same formula, charge and spin (eV): 4.192
Net charge: 0
E_tot (hartree): -418.30690
Largest force on an atom (Eh/bohr): 0.0095
E_HOMO (eV): -7.8
Lowest unoccupied orbital energy (eV): 0.56

```
18
C4H10N2O2, DFT ωB97M-V/def2-TZVPD
C -1.4443 0.3102 -0.0291
C -0.9124 -0.1696 1.1819
C 1.6363 -1.1445 0.1045
C 0.3184 0.9391 -0.4620
N 0.9963 0.0713 0.6177
N -1.9067 -0.5886 -1.0473
O 0.3559 2.2286 0.0977
O 0.5759 0.7455 -1.6468
H 0.2653 2.8349 -0.6491
H 1.6588 0.6468 1.1394
H -2.0046 1.2381 0.0288
H -1.7758 -1.5613 -0.7974
H -1.3926 -0.4149 -1.9089
H -0.9048 0.4763 2.0492
H -0.8264 -1.2303 1.3920
H 0.9021 -1.7169 -0.4596
H 1.9856 -1.7408 0.9485
H 2.4729 -0.9237 -0.5596
```